1.
The following is a quantum chemistry calculation of C20H33Cl5N6OPd as an isolated structure, from the Open Molecules 2025 dataset.

As for the frontier orbital gap: 0.3058 hartree. Its HOMO energy is -13.560 eV. Its spin multiplicity is 1. As for the energy relative to the best compared isomer or geometry (same formula, charge and spin): 60.4 kJ/mol. As for the net charge: +2.

```
66
Properties=species:S:1:pos:R:3:lowdin_charge:R:1
Pd -0.1298 0.6234 -0.1725 0.853
Cl -2.6111 5.1025 -1.6068 0.743
Cl -0.1328 3.3305 -0.8310 0.725
Cl -5.8462 0.9222 -0.5277 0.737
Cl -3.3946 -0.7554 0.3524 0.716
Cl -5.4848 3.8545 -1.4934 0.745
O 2.0284 0.3252 0.2821 -0.116
N -0.5238 -1.1246 -1.1160 0.016
N -0.6446 -2.7528 -2.7618 -0.066
N -0.2427 1.3672 2.1705 -0.196
N -0.2032 1.6595 4.6671 -0.086
N 4.2328 0.1129 -0.1205 0.039
N 2.9819 1.6285 -1.3266 0.204
C 0.8166 -4.3963 -3.9343 -0.056
C -0.2391 -3.3097 -4.0613 -0.191
C -3.1527 0.8116 -0.3511 -0.678
C 0.0680 0.2169 4.3468 -0.041
C -4.2748 1.5831 -0.6733 -0.699
C -1.5461 1.8725 2.6168 -0.122
C -1.8753 1.3300 -0.4821 -0.358
C 0.8643 2.5270 4.0621 -0.041
C 3.0449 0.6802 -0.3660 -0.586
C -4.1194 2.9058 -1.0983 -0.700
C 0.7456 -0.7846 -3.1495 0.007
C -1.5575 2.0598 4.1503 -0.035
C -0.1859 -1.5872 -2.2952 -0.381
C -2.8434 3.4677 -1.1642 -0.710
C 0.0283 0.0684 2.8079 -0.130
C 0.8093 2.3285 2.5307 -0.133
C -0.8946 -4.2983 -0.8003 -0.058
C -1.7586 2.6616 -0.8488 -0.662
C -1.5648 -3.5683 -1.9613 -0.186
C 5.4839 0.4403 -0.7868 -0.051
H 1.0390 0.1123 -2.6163 0.044
H 0.6568 3.5517 4.3642 0.142
H -1.7417 2.8195 2.1150 0.134
H 0.5901 3.2740 2.0376 0.110
H -2.3848 -2.9336 -1.6152 0.102
H 5.8627 1.4165 -0.4804 0.096
H 1.7561 1.9538 2.1474 0.116
H 3.8179 2.0115 -1.7341 0.107
H -1.2081 -1.6917 -0.6382 -0.007
H -2.0131 -4.2893 -2.6421 0.128
H -0.2810 -5.1234 -1.1574 0.072
H 0.9753 -0.3090 2.4276 0.113
H -1.6500 -4.7100 -0.1311 0.085
H 0.2600 -0.4920 -4.0800 0.102
H 1.0384 -0.0301 4.7729 0.140
H 1.1289 -4.7314 -4.9229 0.087
H 6.2215 -0.3107 -0.5208 0.098
H -0.7610 -0.6239 2.5177 0.122
H 1.6397 -1.3568 -3.3984 0.099
H 1.6965 -4.0265 -3.4053 0.080
H -0.1912 1.7812 5.6788 0.196
H -0.6957 -0.3737 4.8492 0.141
H 0.1122 -2.5069 -4.7018 0.105
H -2.2897 1.4273 4.6484 0.143
H 1.8122 2.2188 4.4989 0.141
H -1.1409 -3.7038 -4.5307 0.128
H 0.4346 -5.2646 -3.3982 0.072
H 4.2162 -0.6113 0.5770 0.150
H -1.7243 3.0923 4.4511 0.143
H -2.3168 1.1670 2.3093 0.108
H 2.1441 2.1829 -1.3872 0.042
H -0.2494 -3.6356 -0.2218 0.068
H 5.3675 0.4130 -1.8708 0.093
```

***

2.
The following is a quantum chemistry calculation of a 2-piece molecular cluster, C9H11O2 overall, from the Open Molecules 2025 dataset.

As for the frontier orbital gap: 0.2864 hartree. Its HOMO energy is -4.092 eV. Its spin multiplicity is 1. As for the energy relative to the best compared isomer or geometry (same formula, charge and spin): 69.3 kJ/mol. As for the net charge: -1.

```
22
Properties=species:S:1:pos:R:3:lowdin_charge:R:1
O -1.7907 0.5663 -1.4756 -0.086
O 0.2919 0.2387 -2.3390 -0.085
C -0.2756 -0.2262 1.5839 -0.266
C 1.8928 0.2665 0.5890 -0.084
C 0.3729 -0.8905 2.6137 -0.085
C 2.5181 -0.3364 1.6774 -0.131
C -1.5069 0.5464 -3.8712 -0.051
C -1.7603 -0.3025 1.5336 -0.076
C 0.5099 0.3350 0.5553 -0.028
C -0.9252 0.5127 -2.3700 -0.754
C 1.7627 -0.8419 2.7192 -0.128
H -2.3266 1.2519 -3.9388 0.037
H -2.3461 -0.0479 2.4175 0.064
H -2.2483 0.0520 0.6246 0.051
H -0.7033 0.6707 -4.5892 0.041
H -2.0571 -1.3785 1.4687 0.085
H -1.9442 -0.4574 -3.8878 0.051
H 0.0067 0.6599 -0.3723 0.074
H 3.5792 -0.5414 1.5913 0.085
H 2.2665 -1.5124 3.4196 0.087
H -0.2488 -1.3627 3.3687 0.100
H 2.3385 0.7857 -0.2498 0.100
```

***

3.
The following is a quantum chemistry calculation of one molecule with the formula C5H10ClNS, from the Open Molecules 2025 dataset.

As for the frontier orbital gap: 0.3535 hartree. Its HOMO energy is -8.829 eV. Its SMILES is C/C(Cl)=C(\CN)CS. Its spin multiplicity is 1. As for the energy relative to the best compared isomer or geometry (same formula, charge and spin): 52.4 kJ/mol.

```
18
Properties=species:S:1:pos:R:3:lowdin_charge:R:1
Cl -1.2861 -2.5669 0.1960 0.648
S 2.8149 -1.1812 -0.3499 0.701
N -0.4890 2.0060 0.4063 -0.009
C 0.2716 -0.2855 0.2111 -0.386
C -2.0694 -0.1380 -0.7357 -0.108
C 1.3513 -1.1299 0.8050 -0.503
C -0.9115 -0.8424 -0.0140 -0.604
C 0.5995 1.1439 -0.1083 -0.251
H 2.3551 -2.1077 -1.1839 -0.158
H -2.5809 -0.8559 -1.3129 0.040
H 1.5781 1.5169 0.3249 0.117
H 1.0917 -2.1561 1.1073 0.048
H 1.7395 -0.6521 1.6762 0.058
H -0.3519 3.0039 0.1370 0.091
H 0.7371 1.3037 -1.2187 0.132
H -2.6678 0.3049 0.0431 0.076
H -0.4430 2.0010 1.3913 0.054
H -1.7391 0.6353 -1.3747 0.054
```

***

4.
The following is a quantum chemistry calculation of C14H18Se as an isolated structure, from the Open Molecules 2025 dataset.

As for the frontier orbital gap: 0.3117 hartree. Its HOMO energy is -7.779 eV. Its spin multiplicity is 1.

```
33
Properties=species:S:1:pos:R:3:lowdin_charge:R:1
Se -1.0165 2.1846 -0.1632 1.003
C -1.1074 -1.9491 -0.3412 -0.125
C -1.2461 -1.8070 1.2500 -0.204
C 1.8162 -0.9406 0.1576 -0.078
C -2.5853 -0.0287 -0.8030 -0.267
C -3.2241 0.4750 -1.8243 -0.018
C 0.2250 3.0994 1.0442 -0.414
C 3.9743 0.0781 -0.4888 -0.099
C -0.2463 0.2848 -0.0286 -0.414
C 3.2273 -1.0335 -0.0282 -0.051
C 1.9229 1.2026 -0.8290 -0.077
C -1.1614 -0.5253 -0.8879 -0.373
C 1.1817 0.1964 -0.1953 -0.304
C 3.3140 1.2237 -0.9705 -0.074
C -0.5020 -0.6024 1.7890 -0.004
H -0.2109 4.0825 1.0143 -0.014
H 3.8472 1.9771 -1.4930 0.090
H 1.4137 2.1973 -1.2811 0.122
H 0.0635 2.6956 2.1395 0.070
H -0.0726 -2.3335 -0.3482 0.085
H 0.5854 -0.5568 2.0441 0.094
H -2.9051 0.4800 -2.8490 0.065
H -0.8502 -0.5540 -1.9452 0.161
H 5.0118 0.0358 -0.7382 0.084
H 1.2327 3.2008 0.7277 -0.010
H -3.1590 0.0282 0.0827 0.100
H 3.8684 -2.0126 0.1964 0.141
H -1.0660 0.0825 2.3149 0.043
H -1.9108 -2.5662 -0.6913 0.109
H -2.2186 -1.9743 1.7238 0.103
H 1.3894 -1.8882 0.2992 0.080
H -4.2170 0.8683 -1.6208 0.067
H -0.6097 -2.6977 1.5275 0.109
```

***

5.
The following is a quantum chemistry calculation of one molecule with the formula C3H5N3O3S, from the Open Molecules 2025 dataset.

As for the frontier orbital gap (spin up / spin down): 0.2672 / 0.2547 hartree. Its HOMO energy (spin up / spin down) is -10.244 / -10.008 eV. Its spin multiplicity is 1. As for the energy relative to the best compared isomer or geometry (same formula, charge and spin): 455.5 kJ/mol.

```
15
Properties=species:S:1:pos:R:3:lowdin_charge:R:1
S -1.7537 1.1976 0.5452 0.499
O -2.2282 2.0135 1.6900 -0.338
O -2.5781 0.8505 -0.5433 -0.280
O 1.9006 -2.1263 -0.6625 0.093
N 0.7720 -0.4767 0.1319 0.155
N -0.4110 1.6674 -0.0587 -0.012
N 2.1328 -0.1092 -1.7119 0.162
C -0.1865 -1.0300 0.8416 -0.167
C 1.5683 -0.9714 -0.8216 -0.643
C -1.2769 -0.3846 1.3898 -0.023
H 1.5182 0.5785 -2.1940 0.121
H 2.7089 -0.5671 -2.4430 0.126
H -0.3007 -2.1861 1.1273 0.188
H 0.1514 2.1406 0.5631 0.021
H -2.0172 -0.5968 2.1461 0.095
```

***

6.
The following is a quantum chemistry calculation of a 12-piece molecular cluster, C32H70N2O40S10 overall, from the Open Molecules 2025 dataset.

As for the frontier orbital gap: 0.2975 hartree. Its HOMO energy is -8.061 eV. Its SMILES is O=S1(=O)OCCO1.O=S1(=O)OCCO1.O=S1(=O)OCCO1.O=S1(=O)OCCO1.O=S1(=O)OCCO1.O=S1(=O)OCCO1.O=S1(=O)OCCO1.O=S1(=O)OCCO1.O=S1(=O)OCCO1.O=S1(=O)OCCO1.CCN(CC)CC.CCN(CC)CC. Its spin multiplicity is 1. As for the energy relative to the best compared isomer or geometry (same formula, charge and spin): 830.2 kJ/mol.

```
154
Properties=species:S:1:pos:R:3:lowdin_charge:R:1
S -0.5357 2.3318 -10.7937 0.713
S 4.0966 -7.6102 3.0045 0.661
S -7.8271 -1.7776 -4.1877 0.739
S -5.7647 7.0494 3.6091 0.762
S 1.5844 10.3675 2.4613 0.768
S 4.1759 2.3716 5.8567 0.788
S -1.5396 -6.4801 -5.4819 0.741
S 9.3132 3.8772 -5.2827 0.784
S -9.6031 -2.0720 3.9523 0.780
S 9.0202 -5.2880 -5.0684 0.795
O 5.3068 2.4125 6.8255 -0.258
O 9.1021 3.8591 -3.8218 -0.258
O 9.4437 5.4866 -5.8407 -0.198
O 3.9412 0.9064 5.0882 -0.221
O 2.3383 9.5033 1.5607 -0.246
O -5.0836 7.3422 4.8735 -0.247
O -10.0870 -2.0764 5.3490 -0.254
O 9.0287 -3.8537 -4.7009 -0.258
O 10.9237 3.5792 -5.6143 -0.232
O 3.3224 -7.4665 1.7959 -0.223
O -9.0047 -2.3205 -3.1372 -0.215
O -8.0636 -2.2491 -5.5217 -0.229
O 4.8063 -6.4299 3.3725 -0.223
O -4.7907 6.0690 2.6918 -0.200
O 5.0747 -8.8884 2.8993 -0.208
O -2.3926 -7.4114 -6.5170 -0.209
O -0.3369 3.3041 -9.5092 -0.196
O -2.0038 -6.4632 -4.1024 -0.230
O 7.4531 -5.9678 -5.1815 -0.211
O 0.9754 11.5828 1.8917 -0.251
O 9.2327 -6.3002 -3.7288 -0.214
O 3.2805 -8.3220 4.2069 -0.161
O 0.5447 1.3410 -10.8427 -0.241
O 2.8620 2.8004 6.4166 -0.278
O -7.6428 -0.3619 -3.9494 -0.236
O -1.9668 -5.1379 -6.3195 -0.185
O -7.1968 6.6954 3.6345 -0.256
O 9.8781 -5.7085 -6.1551 -0.231
O -8.8557 -3.2198 3.4246 -0.255
O 8.3846 3.1795 -6.1710 -0.247
O 4.5169 3.0945 4.4084 -0.204
O -1.9320 1.9842 -10.9448 -0.237
O -0.1075 -6.8195 -5.6825 -0.267
O -6.6414 -2.7120 -3.3948 -0.200
O 2.3725 10.7044 3.9177 -0.206
O -8.8921 -0.5910 3.5854 -0.192
O 0.4733 9.4717 3.2917 -0.223
O -5.5237 8.3349 2.5665 -0.204
O -0.1961 3.5377 -11.8564 -0.209
O -10.8821 -1.8189 2.9094 -0.201
N 0.5246 0.8727 -1.6054 -0.190
N -1.5909 -2.7203 9.0202 -0.196
C 1.7802 0.6532 -2.3132 -0.284
C 0.9342 8.9743 4.5284 -0.156
C 1.7965 10.1753 5.0478 -0.208
C -1.0284 -1.7736 11.2905 -0.087
C -2.3811 -6.9582 -7.8531 -0.176
C -1.6745 -3.8841 6.7780 -0.082
C -2.8333 -2.0217 8.8423 -0.243
C -0.9015 -2.9324 7.7100 -0.243
C -0.3747 1.9086 -2.2276 -0.244
C -8.7579 -3.6611 -2.7971 -0.193
C -2.7379 -0.6468 8.1211 -0.085
C 0.3734 3.2370 -2.2430 -0.097
C -0.6068 -2.0839 9.8769 -0.297
C -10.9563 -0.5224 2.4247 -0.217
C -5.4549 7.8453 1.2177 -0.154
C -9.5344 0.0025 2.4480 -0.184
C 10.6212 5.5917 -6.6231 -0.207
C 3.8567 1.0484 3.6660 -0.161
C -1.3578 -0.2249 -0.3124 -0.073
C -7.2142 -3.8099 -2.7030 -0.178
C 8.0935 -6.2953 -2.9049 -0.197
C -0.6311 4.6075 -9.7746 -0.219
C 11.6768 4.7082 -5.9803 -0.182
C 6.9178 -6.2615 -3.9049 -0.193
C 1.6144 0.1229 -3.7155 -0.091
C -0.2469 -0.3961 -1.4408 -0.229
C -4.7192 6.4627 1.3669 -0.207
C 4.0401 -9.0813 5.0050 -0.235
C 5.3014 -9.5305 4.1796 -0.120
C -2.3030 -5.4514 -7.6355 -0.205
C -0.0163 4.7814 -11.1442 -0.157
C 3.7357 2.5579 3.3934 -0.196
H 3.5777 -10.0446 5.2201 0.129
H 12.0063 5.0435 -4.9969 0.134
H -1.6872 -1.1672 0.1253 0.060
H -3.6121 -0.0088 8.2503 0.065
H -0.1178 -1.7984 11.8891 0.070
H -9.4188 1.0804 2.3351 0.133
H 2.7052 2.9095 3.4444 0.131
H 2.5627 9.8646 5.7581 0.133
H 0.0852 8.6327 5.1204 0.138
H 11.0048 6.6110 -6.6680 0.135
H 5.4613 -10.5865 3.9621 0.127
H 10.4652 5.2077 -7.6313 0.131
H -9.2488 -3.9263 -1.8607 0.134
H -0.6087 -1.9529 7.3319 0.105
H 8.0165 -5.3912 -2.3009 0.122
H 0.3885 -2.5271 9.9122 0.112
H -7.0102 -3.9292 -1.6390 0.127
H -2.2873 0.2056 -0.6850 0.052
H -1.7128 4.7368 -9.7391 0.137
H -3.6622 6.6246 1.1555 0.124
H 6.2232 -5.4589 -3.6570 0.125
H -3.3028 -7.2484 -8.3574 0.134
H 4.3277 -8.7192 5.9921 0.133
H 0.5530 -1.0666 -1.1267 0.105
H -0.6970 1.7013 -3.2480 0.101
H 1.1314 -0.8540 -3.6905 0.065
H 2.4148 -0.0574 -1.7837 0.109
H -11.6608 0.0830 2.9949 0.130
H 4.6770 0.4819 3.2251 0.131
H 1.0262 3.4511 -1.3968 0.076
H -1.8621 -4.8502 7.2466 0.077
H 6.2216 -9.1917 4.6555 0.121
H -0.8774 0.4511 0.3950 0.070
H -1.5459 -5.0177 -8.2888 0.137
H 0.0376 -3.4303 7.9515 0.107
H 2.4020 1.5484 -2.3113 0.103
H -1.5334 -0.8094 11.3489 0.071
H -2.6395 -0.7091 7.0373 0.064
H -11.4095 -0.5625 1.4342 0.136
H 1.1822 10.9479 5.5103 0.128
H 1.6443 8.1651 4.3575 0.125
H 6.3754 -7.2065 -3.8764 0.129
H 2.5862 -0.0470 -4.1790 0.077
H -3.3893 -2.6610 8.1564 0.093
H 8.0810 -7.1691 -2.2535 0.133
H 1.0104 0.8087 -4.3095 0.068
H -0.0840 5.2362 -9.0721 0.143
H 1.0705 4.8090 -11.0659 0.130
H -1.0550 -3.9799 5.8862 0.069
H -9.1688 -4.1875 -3.6585 0.123
H -0.3312 5.6015 -11.7895 0.136
H -0.5907 -0.7748 -2.4034 0.098
H -2.6675 -3.5738 6.4530 0.058
H -1.5213 -7.2847 -8.4381 0.129
H -1.3384 1.8715 -1.7196 0.094
H -4.8762 8.5069 0.5732 0.131
H -6.8821 -4.6903 -3.2532 0.128
H 4.1329 2.7797 2.4029 0.139
H -1.9407 0.0038 8.4808 0.062
H -3.4124 -1.9063 9.7585 0.111
H 0.9900 3.2769 -3.1410 0.064
H -0.3094 4.0713 -2.4036 0.066
H -9.0083 -0.1968 1.5145 0.123
H -5.0320 5.6510 0.7101 0.129
H -6.4107 7.5824 0.7646 0.121
H -3.3309 -5.1646 -7.8578 0.132
H 2.9345 0.4963 3.4852 0.131
H 12.4537 4.2870 -6.6182 0.142
H -0.3642 -1.1679 9.3381 0.095
H -1.6691 -2.5447 11.7183 0.076
```